No. 1
{"formula": "NO4S", "method": "the ωB97M-V functional and the def2-TZVPD basis", "species": ["N", "O", "O", "O", "O", "S"], "positions_angstrom": [[1.317, -0.498, -0.368], [-0.545, 1.499, -0.079], [-1.275, -0.637, -1.165], [1.949, 0.134, 0.516], [-0.812, -0.576, 1.195], [-0.634, 0.078, -0.099]], "lowdin_charge": [-0.156, -0.337, -0.359, -0.198, -0.376, 0.426], "spin_multiplicity": 3, "total_charge": -1, "molar_mass_g_mol": 110.07, "de_lowest_kj_mol": 0.00, "orbital_gap_ev": [8.0161, 9.3353], "homo_ev": [-3.763, -5.915], "energy_ha": -753.8795}


No. 2
{"formula": "C28H44B3F8N5O3V", "method": "the ωB97M-V functional and the def2-TZVPD basis", "species": ["H", "C", "C", "F", "C", "H", "H", "H", "F", "H", "H", "C", "N", "H", "H", "H", "N", "C", "H", "V", "H", "H", "C", "H", "C", "C", "N", "C", "F", "C", "H", "F", "C", "H", "C", "C", "C", "H", "C", "C", "H", "O", "B", "F", "H", "C", "C", "C", "H", "H", "H", "H", "H", "H", "H", "C", "N", "H", "H", "F", "H", "F", "H", "F", "H", "H", "H", "H", "H", "H", "C", "O", "C", "C", "B", "H", "N", "H", "H", "C", "H", "C", "C", "B", "H", "H", "H", "H", "C", "H", "C", "O"], "positions_angstrom": [[-10.200, 10.124, -2.932], [-8.095, 8.612, 1.858], [-4.490, 6.277, -1.157], [-6.324, 6.846, 1.603], [-9.205, 4.524, 0.343], [-5.758, 2.378, 0.920], [-7.024, 10.435, 1.587], [-10.902, 3.665, 2.998], [-5.689, 8.498, 0.184], [-10.971, 2.002, 1.672], [-8.102, 6.048, -2.331], [-8.975, 6.243, 2.003], [-6.500, 9.409, 3.420], [-3.408, 5.234, 4.907], [-6.072, 8.153, 5.075], [-6.462, 11.507, -3.960], [-10.060, 3.879, 1.180], [-6.722, 8.313, 4.227], [-4.868, 3.049, 2.136], [-4.247, 6.178, 2.352], [-10.108, 5.873, 3.773], [-6.193, 11.178, 4.321], [-7.207, 9.591, 2.237], [-4.925, 5.607, 5.532], [-8.540, 8.795, -2.260], [-4.415, 3.851, -0.738], [-5.732, 2.579, 1.909], [-6.411, 7.378, -1.927], [-3.089, 5.108, 0.673], [-7.586, 7.291, 3.770], [-8.414, 8.741, 0.835], [-4.324, 6.800, 0.728], [-8.241, 7.387, 2.568], [-8.006, 6.236, 0.053], [-6.438, 4.919, -1.525], [-8.999, 12.159, -3.803], [-5.580, 10.455, 3.783], [-2.850, 6.518, 1.958], [-8.688, 5.765, 0.746], [-5.092, 7.451, -1.676], [-6.763, 4.401, 1.781], [-5.096, 6.633, 3.645], [-5.329, 7.663, 1.287], [-1.528, 3.897, 1.800], [-5.750, 1.737, 2.467], [-4.420, 4.830, 4.958], [-8.107, 2.768, 2.544], [-6.784, 3.555, 2.469], [-5.175, 10.874, 2.861], [-9.097, 4.201, -0.682], [-9.243, 8.118, -1.799], [-8.869, 3.476, 2.871], [-4.335, 3.190, -1.601], [-11.400, 2.816, 0.132], [-6.908, 5.069, 4.095], [-9.887, 5.596, 2.753], [-8.422, 10.853, -3.320], [-1.808, 7.532, 3.016], [-8.266, 12.964, -3.851], [-3.576, 3.073, 1.822], [-7.669, 6.404, 4.381], [-4.792, 8.332, 2.306], [-3.479, 4.217, -0.316], [-3.195, 4.959, 2.989], [-3.458, 7.950, 2.866], [-3.478, 6.301, -0.780], [-8.423, 2.272, 1.626], [-5.012, 3.411, 0.060], [-5.374, 9.539, -3.335], [-4.475, 8.332, -1.779], [-6.335, 4.198, 3.779], [-5.138, 5.136, 1.510], [-7.062, 10.770, -3.446], [-10.591, 2.560, 0.817], [-2.873, 4.273, 1.803], [-4.735, 10.012, 4.311], [-5.130, 5.042, -1.162], [-6.492, 3.366, 4.466], [-4.242, 3.908, 5.511], [-7.086, 6.114, -1.971], [-9.827, 1.939, 0.348], [-10.338, 4.351, 2.383], [-7.146, 8.575, -2.386], [-2.786, 7.106, 2.860], [-9.376, 11.964, -4.806], [-9.856, 12.472, -3.207], [-6.991, 3.993, -1.473], [-8.008, 2.015, 3.326], [-9.157, 9.882, -2.789], [-3.105, 6.484, 3.682], [-6.421, 9.565, -3.074], [-4.982, 4.579, 3.644]], "lowdin_charge": [0.162, 0.038, 0.080, 0.176, 0.031, 0.138, 0.155, 0.171, 0.144, 0.125, 0.121, -0.124, -0.081, 0.114, 0.162, 0.155, -0.134, 0.085, 0.028, 0.979, 0.159, 0.128, 0.012, 0.114, 0.035, 0.037, 0.236, -0.158, 0.044, 0.038, 0.120, -0.038, -0.130, 0.094, 0.021, 0.053, 0.037, 0.029, 0.054, 0.044, 0.105, -0.335, -1.336, 0.211, 0.176, -0.009, -0.010, -0.251, 0.115, 0.143, 0.125, 0.051, 0.135, 0.127, 0.105, 0.063, -0.071, 0.079, 0.112, 0.195, 0.116, 0.150, 0.070, -0.023, 0.047, 0.176, 0.073, 0.064, 0.136, 0.152, -0.112, -0.349, 0.059, 0.034, -1.121, 0.125, -0.016, 0.147, 0.123, 0.030, 0.108, -0.038, -0.094, -0.322, 0.118, 0.111, 0.136, 0.114, -0.003, 0.046, 0.072, -0.312], "spin_multiplicity": 1, "total_charge": 3, "molar_mass_g_mol": 734.06, "orbital_gap_ev": 5.9989, "homo_ev": -15.215, "energy_ha": -3408.9833}


No. 3
{"formula": "C32H34ClFN5O6P2Pd", "method": "the ωB97M-V functional and the def2-TZVPD basis", "species": ["H", "C", "H", "H", "H", "C", "O", "C", "O", "N", "C", "C", "P", "O", "C", "C", "C", "O", "H", "C", "C", "H", "C", "C", "O", "N", "H", "C", "H", "C", "C", "C", "H", "H", "O", "C", "Cl", "C", "N", "C", "C", "H", "H", "C", "P", "C", "H", "H", "H", "H", "N", "C", "H", "H", "H", "C", "H", "C", "H", "H", "C", "N", "H", "H", "Pd", "F", "H", "H", "H", "H", "C", "C", "C", "C", "H", "H", "C", "H", "H", "H", "H", "C"], "positions_angstrom": [[1.048, -4.050, 4.577], [-1.469, -2.049, 3.511], [-0.949, -2.856, 5.435], [-1.717, -1.346, 1.490], [4.795, 3.962, 0.569], [-3.414, 4.615, 0.598], [-3.848, 6.283, -2.543], [-1.678, -6.047, -0.562], [-2.306, -0.834, -0.804], [3.878, 2.891, -0.955], [2.899, 1.775, -1.175], [2.091, -3.071, -0.218], [1.099, 2.036, -0.567], [-3.165, 4.944, 1.745], [-3.986, 3.950, -2.067], [-1.432, -5.036, -2.726], [3.140, -2.344, 0.365], [-1.002, 1.346, 1.777], [-3.518, -3.048, -1.332], [0.430, -3.467, 3.903], [-0.813, -3.944, -2.134], [2.856, 1.597, -2.253], [-3.559, -0.964, -0.743], [-0.594, -3.895, -0.755], [-4.424, -0.051, -0.689], [-3.588, 3.313, 0.189], [1.075, 3.449, -2.546], [3.445, 4.096, -1.653], [-0.929, -4.928, 1.103], [-0.007, -2.629, 1.673], [-1.051, -4.954, 0.028], [-4.072, -2.403, -0.647], [-5.142, -2.453, -0.852], [4.308, 2.290, 0.985], [-0.955, 2.984, 0.249], [-3.839, 3.003, -1.138], [2.788, -0.925, 1.313], [-1.860, -6.098, -1.940], [2.746, 3.709, 1.037], [2.468, -4.177, -0.985], [-0.691, -2.798, 4.383], [-3.888, -2.769, 0.369], [4.046, -5.402, -1.762], [1.040, 3.668, -1.478], [0.349, -2.425, -0.143], [1.704, 2.611, 1.102], [-3.412, 2.429, 2.081], [2.932, 5.715, 0.407], [-2.343, -6.954, -2.396], [4.199, 4.876, -1.513], [-3.584, 5.555, -0.403], [4.473, -2.689, 0.203], [-1.593, -5.053, -3.798], [2.163, 1.757, 1.593], [5.240, -2.087, 0.678], [3.799, -4.537, -1.157], [0.101, 4.172, -1.268], [-1.129, -1.959, 2.166], [2.941, 4.040, 1.979], [3.304, 0.872, -0.723], [4.046, 3.183, 0.422], [2.163, 4.590, -1.166], [0.873, 2.953, 1.707], [-3.429, 6.509, -0.123], [0.237, -0.091, -0.107], [-4.260, 3.632, -3.343], [-3.426, 1.303, 0.691], [-2.027, -6.863, 0.059], [1.697, -4.774, -1.456], [5.846, -4.072, -0.687], [0.761, -3.388, 2.555], [4.807, -3.794, -0.563], [-1.548, 2.202, 1.051], [2.234, 4.898, 0.219], [1.633, -3.920, 2.189], [-2.337, -1.512, 3.876], [-3.066, 2.259, 1.066], [-3.888, 1.931, -1.367], [3.355, 3.879, -2.715], [-0.505, -3.098, -2.742], [1.247, 5.132, 0.614], [-3.814, 5.349, -1.763]], "lowdin_charge": [0.093, -0.072, 0.092, 0.079, 0.131, -0.486, 0.058, -0.087, -0.133, -0.148, -0.296, -0.359, 0.951, 0.061, -0.196, -0.095, -0.639, -0.056, 0.052, -0.102, -0.118, 0.080, -0.739, -0.355, -0.089, 0.021, 0.091, -0.188, 0.099, -0.386, -0.071, -0.030, 0.059, 0.132, -0.160, 0.076, 0.705, -0.102, -0.070, -0.079, -0.105, 0.066, 0.098, -0.272, 1.006, -0.238, 0.130, 0.132, 0.094, 0.124, 0.210, -0.126, 0.099, 0.053, 0.096, -0.094, 0.075, -0.093, 0.169, 0.036, -0.136, -0.143, 0.085, 0.155, 0.118, 0.071, 0.102, 0.096, 0.097, 0.097, -0.127, -0.104, -0.655, -0.116, 0.100, 0.105, -0.030, 0.135, 0.128, 0.108, 0.146, -0.416], "spin_multiplicity": 1, "total_charge": -1, "molar_mass_g_mol": 807.47, "de_lowest_kj_mol": 140.99, "orbital_gap_ev": 5.4275, "homo_ev": -3.865, "energy_ha": -3335.7877}